Entry 1:
The following is a DFT calculation (ωB97M-V/def2-TZVPD) of 2 unconnected molecules or ions with the total composition C35H53N3O in a non-equilibrium geometry.

Last column: Mulliken charge in e.
Positions of all 92 atoms, in Å:
O1 1.319144 -6.241251 0.404065  -0.808
N1 -0.540615 4.733075 -2.117836  -1.073
N2 0.021557 3.546866 -1.992036  0.710
N3 -1.875750 4.503933 -1.998127  1.026
C1 1.953130 4.761292 -2.616239  -1.619
C2 -3.628705 1.149751 -1.905793  -2.417
C3 -1.175705 -4.173704 -2.504506  -2.153
C4 0.441170 -0.809223 0.874991  -0.595
C5 1.692157 -6.159547 3.361589  -1.715
C6 2.738969 2.120343 5.251358  -1.445
C7 -0.485962 1.218736 -1.491810  -1.853
C8 -1.275310 -6.178106 -1.041861  -1.703
C9 -2.149048 3.187503 -1.828587  -0.474
C10 2.147640 1.439357 4.057053  1.080
C11 3.055285 -4.139081 3.806727  -2.076
C12 0.114172 -2.938883 -0.301508  -0.795
C13 0.282966 -4.285517 -0.446558  -0.230
C14 1.442816 -2.929641 1.755477  -0.465
C15 -2.265398 6.437494 -0.539165  -1.493
C16 2.944585 0.588962 3.283448  -0.620
C17 -4.350227 3.214868 -3.046032  -1.543
C18 1.480276 3.470428 -1.980599  0.128
C19 -0.352583 -5.088969 -1.602045  2.220
C20 1.025274 0.011557 1.886385  0.316
C21 -3.590159 2.675774 -1.825951  2.135
C22 -2.378823 6.617821 -3.020243  -1.462
C23 0.689935 -2.194070 0.775367  -0.820
C24 -4.266186 3.117488 -0.525089  -1.467
C25 2.000524 3.284189 -0.567895  -0.799
C26 -0.897571 2.522230 -1.757448  1.395
C27 0.254707 0.953900 2.620613  -0.730
C28 0.804748 1.624827 3.697418  -0.828
C29 0.746934 -5.745131 -2.444533  -1.696
C30 2.405261 -0.112841 2.221601  -0.590
C31 2.526036 -5.053028 2.702141  2.171
C32 1.681063 -4.273525 1.667447  -0.548
C33 3.727098 -5.711480 2.011294  -1.714
C34 -2.676362 5.745686 -1.823656  0.170
C35 1.107950 -5.009827 0.533334  1.723
H1 2.310311 -6.691875 4.095713  0.449
H2 -1.984349 -3.697910 -1.936856  0.420
H3 -3.712605 2.714123 0.332107  0.265
H4 1.694513 4.139348 0.049308  0.284
H5 1.592995 4.834607 -3.645522  0.410
H6 3.378365 -6.419440 1.254246  0.359
H7 0.583143 1.023088 -1.436691  0.314
H8 1.347012 -6.871000 2.606068  0.366
H9 4.328151 -6.249718 2.754406  0.456
H10 -1.743970 -6.724408 -1.868950  0.458
H11 -4.395158 4.308969 -3.070369  0.288
H12 3.141116 1.382283 5.957959  0.328
H13 -1.299788 6.800863 -3.081150  0.344
H14 -0.797463 1.077764 2.355932  0.441
H15 -2.718506 6.150417 -3.950123  0.330
H16 -0.699037 -6.878150 -0.430236  0.342
H17 1.421978 -4.976287 -2.839914  0.348
H18 -2.792990 7.394362 -0.461502  0.429
H19 1.558719 5.617669 -2.059508  0.300
H20 -3.875127 2.866205 -3.971795  0.347
H21 3.030104 -0.789925 1.636779  0.684
H22 2.230762 -3.693961 4.377607  0.387
H23 4.352524 -4.949002 1.532491  0.352
H24 -3.143044 0.805097 -2.826586  0.472
H25 -3.132419 0.701560 -1.039764  0.468
H26 -1.186566 6.639922 -0.553215  0.321
H27 3.095795 3.244749 -0.589595  0.388
H28 3.044939 4.803689 -2.621352  0.462
H29 -4.301099 4.209740 -0.433072  0.269
H30 3.667389 -4.729652 4.501536  0.443
H31 1.619596 2.360900 -0.121846  0.006
H32 -0.483593 -2.377801 -1.021447  0.616
H33 0.825550 -5.728988 3.876901  0.345
H34 1.979327 2.716547 5.764339  0.362
H35 -5.382083 2.840498 -3.019775  0.438
H36 0.295385 -6.289833 -3.281722  0.453
H37 -1.233223 0.435000 -1.516475  0.352
H38 -2.060574 -5.723502 -0.425493  0.344
H39 1.827214 -2.388126 2.619481  0.729
H40 3.687497 -3.344086 3.391590  0.377
H41 3.567131 2.776032 4.952913  0.314
H42 -2.895383 7.575825 -2.911882  0.451
H43 -1.627747 -4.756641 -3.315673  0.416
H44 -3.728035 5.458674 -1.787941  0.321
H45 1.742463 2.600314 -2.591936  0.365
H46 -0.538231 -3.402927 -2.953639  0.414
H47 3.997655 0.457647 3.544192  0.422
H48 1.320886 -6.442515 -1.827571  0.354
H49 -4.674021 0.808965 -1.915420  0.489
H50 -2.514202 5.836707 0.342533  0.345
H51 -5.295789 2.738372 -0.496489  0.461
H52 0.190355 2.299567 4.297190  0.291
H53 -0.310895 -0.376041 0.227470  0.468

Forces on atoms 1 to 2 (eV/Å):
O -0.39 1.77 0.21
N -2.72 0.63 0.47

The calculation puts the largest force on an atom at 3.2 eV/Å. As for the HOMO energy: -6.00 eV. For the frontier orbital gap, the calculation gives 5.31 eV.

=====

Entry 2:
The following is a DFT calculation (ωB97M-V/def2-TZVPD) of a molecular structure, C35H53N6O4PReSe2.

Last column: Mulliken spin population.
Positions of all 102 atoms, in Å:
Re1 0.472946 0.400770 0.842240  0.663
Se1 2.453645 1.384383 2.010335  0.057
Se2 1.755916 -0.102547 -1.174499  0.043
P1 -0.595297 1.113998 -2.756726  0.012
O1 -1.336557 -0.257234 -0.310171  0.070
O2 5.106301 1.249053 -1.839237  0.002
O3 5.610305 -2.011509 0.873510  0.000
O4 1.383557 -1.353583 1.537975  0.021
N1 -0.151299 1.521747 -5.523783  0.000
N2 0.104624 -1.043144 3.391353  0.023
N3 -1.059349 -0.647534 -4.899921  0.000
N4 -2.486883 1.322714 -4.846028  0.000
N5 -0.677355 -0.404749 2.414469  -0.016
N6 -0.274020 2.220544 0.946415  0.050
C1 -1.956999 -0.622524 2.571166  0.007
C2 1.419736 3.414264 -0.503018  -0.006
C3 3.049962 -3.138850 2.920258  -0.002
C4 -2.179915 2.684805 4.109314  -0.004
C5 3.815122 -4.014929 5.024373  -0.003
C6 3.976962 0.202860 1.643048  0.016
C7 -2.474711 -1.133031 3.885755  0.001
C8 -0.148268 0.005812 -5.762500  0.000
C9 -3.607443 -0.715328 -0.845894  0.002
C10 3.455663 -0.897933 -0.606421  0.005
C11 5.770930 -0.744312 0.247117  0.001
C12 0.643512 4.497369 1.586453  -0.004
C13 2.071615 -2.400289 3.576129  0.006
C14 -2.404190 -0.116433 -5.090808  0.000
C15 -2.506223 -0.476313 0.171506  0.016
C16 -1.899720 2.720704 5.587689  0.000
C17 -0.882831 4.232977 -0.368812  -0.005
C18 -3.481082 2.779521 3.622418  0.001
C19 -3.747997 2.699575 2.262975  0.003
C20 0.381125 1.866006 -4.159239  0.000
C21 -0.620588 -0.590199 -3.494301  -0.003
C22 4.420608 -0.018309 0.190256  -0.016
C23 1.972647 -2.471417 4.964837  -0.002
C24 1.137613 -1.550521 2.805530  -0.003
C25 -1.382370 2.428663 1.840037  0.025
C26 -2.871954 -0.498860 1.497818  0.054
C27 -2.254695 1.642721 -3.423774  0.003
C28 2.843108 -3.271969 5.683776  0.001
C29 -1.140262 2.508957 3.208834  -0.013
C30 3.915010 -3.946679 3.643506  0.001
C31 0.235736 3.556062 0.446931  -0.014
C32 -5.157696 2.739380 1.740052  0.001
C33 -1.593033 2.011806 -5.702519  0.000
C34 4.647996 1.333958 -0.489459  0.034
C35 -2.687720 2.526761 1.380454  0.003
H1 3.941652 -1.219477 -1.529168  0.002
H2 -3.043446 1.183323 -2.828994  0.000
H3 -0.467811 5.096281 -0.893844  0.001
H4 -1.836851 1.826087 -6.750480  0.000
H5 -0.430155 -0.123626 -6.809561  0.000
H6 -3.561779 -1.177394 3.866726  0.001
H7 2.296237 3.034775 0.010258  -0.001
H8 -2.149682 -0.471249 4.689229  0.000
H9 1.044223 5.418602 1.157298  -0.001
H10 -2.350361 2.724374 -3.292130  0.000
H11 1.190917 2.741779 -1.328314  0.001
H12 -5.356305 1.874378 1.102117  0.000
H13 -4.202406 -1.588591 -0.580185  0.000
H14 1.650393 4.403957 -0.904075  -0.002
H15 -1.288686 3.536573 -1.106812  0.000
H16 -3.176881 -0.873307 -1.832450  0.000
H17 1.211982 -1.886678 5.463213  -0.001
H18 -4.302920 2.901010 4.320717  0.000
H19 6.483549 -0.126667 0.811168  0.000
H20 -2.720243 -0.314570 -6.118293  0.000
H21 -1.700731 4.586544 0.256094  0.000
H22 -2.781133 3.027619 6.150603  0.000
H23 0.384093 2.954620 -4.077626  0.000
H24 -1.592710 1.736947 5.949711  0.000
H25 0.873968 -0.332749 -5.596081  0.000
H26 3.700239 1.862338 -0.532739  -0.027
H27 -4.285233 0.141999 -0.889103  -0.001
H28 2.764756 -3.318308 6.762693  0.000
H29 -0.123538 2.381871 3.567849  -0.004
H30 -3.084142 -0.626777 -4.410864  0.000
H31 -1.254076 -1.225922 -2.878056  -0.001
H32 3.203079 -1.780815 -0.025768  0.003
H33 -0.200314 4.762961 2.221857  -0.001
H34 6.157830 -0.885613 -0.771472  0.000
H35 3.799174 -0.758770 2.116498  -0.009
H36 4.494744 -4.640897 5.588989  0.000
H37 6.461010 -2.456293 0.886895  0.000
H38 0.433038 1.961937 -6.234440  0.000
H39 1.422709 4.044611 2.200524  0.003
H40 -3.917137 -0.667632 1.719977  0.003
H41 4.799081 0.681021 2.183932  0.000
H42 -1.089856 3.413658 5.818965  0.000
H43 -1.585827 3.082569 -5.498999  0.000
H44 1.411971 1.511006 -4.100548  0.000
H45 3.137332 -3.066491 1.845140  -0.001
H46 -5.336745 3.635289 1.141067  0.000
H47 -2.880780 2.414331 0.320672  0.001
H48 -5.883750 2.730214 2.552792  0.000
H49 0.389345 -0.994241 -3.411175  0.002
H50 5.340230 1.936204 0.113510  0.002
H51 -2.069075 -2.119688 4.105261  0.001
H52 6.011818 0.927050 -1.836515  0.000
H53 4.671847 -4.519012 3.122333  0.000

Forces on atoms 1 to 2 (eV/Å):
Re -0.59 -0.13 0.00
Se 0.26 -0.03 0.22

The calculation puts the largest force on an atom at 0.6 eV/Å. Its multiplicity is 2. The calculation puts the relative energy (zero: lowest compared OMol25 entry of this formula, charge and spin) at 0.0 kJ/mol. As for the HOMO energy (alpha / beta): -5.44 / -6.00 eV. For the frontier orbital gap (alpha / beta), the calculation gives 4.77 / 5.34 eV.